(1)
This record from the OMol25 dataset describes one molecule with the formula C3H3NS. The level of theory is ωB97M-V with the def2-TZVPD basis set.

The geometry in XYZ format:
```
8
Properties=species:S:1:pos:R:3:forces:R:3:nbo_charge:R:1
C 1.099398 -0.523488 -0.076582 0.9 -0.6 -0.1 -0.004
C 0.782288 -0.152168 1.263660 -0.6 0.6 1.3 -0.104
C 0.480467 0.183363 2.389443 0.5 -0.6 -1.1 -0.163
H -1.326308 0.535841 0.267824 0.2 0.0 -0.3 0.097
H 2.052792 -1.036196 -0.238871 -0.1 0.2 0.2 0.207
H 0.300087 0.389203 3.419109 -0.1 0.1 -0.1 0.243
N 0.390818 -0.376772 -1.117398 -0.7 0.4 0.0 -0.496
S -1.120951 0.356395 -1.067838 -0.1 -0.1 0.0 0.221
```
Positions in Å, forces in eV/Å.

**Relative energy (zero: lowest compared OMol25 entry of this formula, charge and spin)**: 170.08 kJ/mol
**SMILES**: C#C/C=N\S
**LUMO**: 0.25 eV
**Net charge**: 0
**HOMO-LUMO gap**: 9.31 eV


(2)
This record from the OMol25 dataset describes one molecule with the formula C3H3NS2. The level of theory is ωB97M-V with the def2-TZVPD basis set.

The geometry in XYZ format:
```
9
Properties=species:S:1:pos:R:3:forces:R:3:nbo_charge:R:1
C 0.284061 0.507577 -0.100011 -0.4 -0.4 -0.2 0.007
C 1.186401 -0.621477 0.140428 1.6 -0.6 -0.7 -0.096
C 2.100091 -1.429081 0.047419 -1.6 1.5 0.1 -0.135
H -1.530234 -1.207445 1.859273 -0.1 -0.1 -0.2 0.109
H -1.778452 0.876926 -0.071992 0.2 0.9 -0.3 0.423
H 2.913233 -2.106675 -0.104280 -0.2 0.0 0.2 0.245
N -1.038265 0.235717 0.114338 0.2 -1.4 0.5 -0.712
S -1.628028 -1.319636 0.515664 0.1 0.2 0.2 0.200
S 0.768027 1.947452 -0.703813 0.2 -0.1 0.2 -0.042
```
Positions in Å, forces in eV/Å.

**Relative energy (zero: lowest compared OMol25 entry of this formula, charge and spin)**: 181.41 kJ/mol
**SMILES**: C#CC(=S)NS
**LUMO**: -0.33 eV
**Net charge**: 0
**HOMO-LUMO gap**: 8.49 eV


(3)
This record from the OMol25 dataset describes one molecule with the formula C3H3NS2. The level of theory is ωB97M-V with the def2-TZVPD basis set.

The geometry in XYZ format:
```
9
Properties=species:S:1:pos:R:3:forces:R:3:nbo_charge:R:1
C 1.084906 -0.524007 -0.027074 0.3 -1.0 0.6 -0.324
C 0.194452 0.664292 0.056174 -1.3 1.8 -0.5 -0.575
C -1.256073 0.143152 -0.083904 2.0 -0.8 0.5 0.105
H 0.439737 1.447855 -0.708279 -0.1 -0.8 0.3 0.269
H 0.269074 1.274745 1.001727 0.1 -1.0 -0.6 0.278
H -2.124580 0.746502 -0.207116 -0.5 0.6 0.1 0.204
N -1.404827 -1.116581 -0.006021 0.0 -0.4 -0.5 -0.528
S 2.697717 -0.663796 -0.031917 0.1 0.4 -0.1 0.032
S 0.099596 -1.972163 0.006413 -0.7 1.2 0.1 0.540
```
Positions in Å, forces in eV/Å.

**Relative energy (zero: lowest compared OMol25 entry of this formula, charge and spin)**: 20.83 kJ/mol
**SMILES**: S=C1CC=NS1
**LUMO**: -0.46 eV
**Net charge**: 0
**HOMO-LUMO gap**: 8.32 eV